Here is a structure of composition C48H65BCl4N7O5PSr in a non-equilibrium geometry from the OMol25 dataset. Energies are from wB97M-V/def2-TZVPD.

XYZ file:
```
132
Properties=species:S:1:pos:R:3:forces:R:3
Sr 0.275 -0.387 -0.527 -1.183 -0.347 0.442
C -4.592 2.718 -1.814 -0.043 0.026 0.024
C -4.478 1.843 -0.562 0.025 0.015 0.002
C -4.257 0.387 -0.927 -0.038 -0.132 -0.092
C -3.437 2.400 0.375 -0.002 0.043 -0.078
C -3.466 3.702 0.901 0.006 -0.045 0.068
C -2.373 3.784 1.735 -0.066 0.063 0.084
C -1.922 5.088 2.352 0.042 0.012 -0.088
C -0.834 5.708 1.465 0.042 -0.046 0.054
C -1.508 5.140 3.823 -0.031 0.008 0.046
N -1.748 2.580 1.700 0.039 -0.033 -0.225
N -2.388 1.738 0.841 -0.109 -0.046 0.175
B -0.536 2.129 2.552 0.092 0.117 0.089
N -0.570 0.648 3.001 -0.003 -0.046 -0.046
N 0.015 -0.320 2.245 0.056 0.100 -0.092
C 0.103 -1.407 2.991 -0.035 -0.058 -0.030
C -0.455 -1.165 4.259 -0.024 0.006 -0.012
C -0.870 0.149 4.228 -0.043 0.038 -0.021
C -1.601 0.867 5.334 -0.011 -0.103 0.003
C -2.912 1.497 4.861 -0.029 0.048 -0.025
C -0.736 1.851 6.127 0.023 0.016 0.009
C 0.800 -2.636 2.487 0.056 0.010 -0.032
C 2.291 -2.549 2.823 0.012 0.015 0.001
C 0.185 -3.913 3.044 0.007 -0.034 0.058
N 0.796 2.421 1.819 -0.023 -0.236 0.085
N 1.005 1.902 0.590 0.127 0.350 -0.323
C 2.210 2.294 0.202 0.089 -0.038 -0.007
C 2.810 3.079 1.200 -0.029 -0.048 0.083
C 1.883 3.110 2.226 0.058 0.050 -0.007
C 2.071 3.664 3.610 -0.008 -0.050 0.035
C 2.427 5.150 3.594 0.023 0.007 -0.024
C 3.151 2.860 4.342 0.000 -0.039 0.020
C 2.807 1.867 -1.106 0.093 0.120 -0.097
C 3.090 3.085 -1.988 -0.009 0.010 0.032
C 4.089 1.061 -0.881 -0.002 0.016 -0.019
H -5.445 2.403 -2.422 0.022 -0.013 -0.010
H -3.689 2.635 -2.418 0.126 -0.017 -0.054
H -4.722 3.772 -1.559 -0.022 -0.002 -0.004
H -5.435 1.924 -0.029 0.005 -0.029 0.000
H -3.257 0.224 -1.329 0.062 0.022 -0.044
H -4.973 0.064 -1.687 -0.017 0.029 -0.012
H -4.360 -0.268 -0.064 -0.063 0.099 -0.081
H -4.186 4.482 0.707 0.012 0.014 -0.002
H -2.815 5.718 2.274 0.043 0.029 -0.051
H 0.034 5.047 1.418 0.019 0.007 -0.004
H -0.511 6.677 1.856 -0.011 0.015 -0.005
H -1.199 5.841 0.447 -0.006 0.011 -0.006
H -0.509 4.745 3.985 0.001 0.006 -0.014
H -2.197 4.591 4.466 -0.022 -0.031 -0.016
H -1.501 6.186 4.143 -0.018 -0.003 0.017
H -0.558 2.793 3.538 -0.023 -0.014 0.020
H -0.585 -1.861 5.071 0.003 0.000 0.011
H -1.865 0.062 6.029 0.001 0.035 0.015
H -2.755 2.196 4.040 0.025 0.022 0.015
H -3.397 2.036 5.679 -0.008 -0.021 0.019
H -3.604 0.731 4.504 0.002 -0.004 -0.013
H -0.488 2.735 5.543 -0.006 0.010 -0.020
H 0.196 1.377 6.439 0.005 -0.002 -0.003
H -1.271 2.180 7.022 -0.001 -0.002 0.007
H 0.714 -2.656 1.397 -0.042 -0.006 0.012
H 2.432 -2.480 3.907 -0.001 -0.012 0.004
H 2.741 -1.679 2.345 -0.003 0.006 -0.003
H 2.819 -3.430 2.455 -0.002 -0.010 -0.004
H 0.292 -3.958 4.134 0.006 0.012 0.002
H 0.696 -4.784 2.628 -0.003 -0.008 -0.010
H -0.874 -3.990 2.805 -0.022 0.015 -0.015
H 3.797 3.511 1.199 0.008 0.004 -0.004
H 1.140 3.526 4.159 0.018 0.043 -0.020
H 3.377 5.308 3.078 0.002 0.001 -0.004
H 2.529 5.531 4.614 0.011 -0.001 0.006
H 1.669 5.741 3.081 -0.027 -0.010 -0.005
H 4.116 2.971 3.844 0.002 0.004 -0.013
H 2.903 1.798 4.349 -0.013 0.000 0.004
H 3.256 3.201 5.375 -0.009 0.010 0.000
H 2.089 1.232 -1.639 0.071 0.044 -0.002
H 3.800 3.749 -1.487 0.006 0.002 -0.009
H 2.178 3.645 -2.194 -0.008 0.002 0.006
H 3.523 2.776 -2.941 -0.005 -0.007 -0.009
H 4.847 1.695 -0.413 0.016 -0.011 0.009
H 4.484 0.701 -1.834 0.001 -0.009 -0.006
H 3.904 0.196 -0.245 -0.002 0.000 0.006
Cl 6.162 -4.110 -2.447 -0.012 0.001 -0.009
C 4.630 -3.288 -2.531 0.057 -0.004 0.025
C 3.955 -3.188 -3.726 0.014 -0.018 -0.042
Cl 4.612 -3.898 -5.173 0.003 -0.013 0.003
C 2.736 -2.490 -3.777 0.000 0.053 0.064
Cl 1.873 -2.348 -5.286 0.003 0.004 -0.028
C 2.178 -1.873 -2.655 0.131 -0.023 -0.049
O 1.118 -1.135 -2.681 0.099 0.008 -0.203
C 2.840 -2.069 -1.375 0.068 0.115 -0.016
O 2.276 -1.574 -0.321 0.425 -0.156 0.093
C 4.073 -2.721 -1.370 -0.065 -0.104 -0.029
Cl 4.906 -2.842 0.153 0.011 0.001 0.018
N -3.186 -1.013 1.776 0.108 -0.088 0.114
C -3.197 -2.350 2.131 -0.017 -0.001 -0.013
C -3.403 -2.726 3.462 -0.001 -0.019 -0.026
C -3.503 -4.058 3.825 0.006 0.007 0.029
C -3.392 -5.050 2.861 0.016 0.011 -0.004
C -3.190 -4.675 1.537 -0.012 -0.015 0.009
C -3.095 -3.345 1.139 0.015 0.030 0.020
C -2.968 -3.022 -0.319 0.019 -0.022 0.062
C -3.960 -3.595 -1.123 -0.011 -0.020 -0.035
C -3.932 -3.467 -2.503 -0.001 0.008 0.009
C -2.872 -2.778 -3.071 0.016 -0.014 -0.019
C -1.908 -2.194 -2.252 0.065 0.007 -0.012
C -1.906 -2.239 -0.841 -0.056 0.049 0.049
H -2.861 -0.387 2.499 0.008 0.007 -0.021
H -2.689 -0.833 0.910 0.033 -0.030 0.084
H -3.482 -1.946 4.212 0.003 0.002 0.013
H -3.652 -4.319 4.867 -0.006 -0.006 -0.001
H -3.448 -6.096 3.133 0.000 -0.010 -0.002
H -3.092 -5.436 0.771 0.002 -0.007 0.005
H -4.769 -4.148 -0.653 0.001 -0.004 0.005
H -4.710 -3.910 -3.116 0.002 -0.006 -0.006
H -2.785 -2.697 -4.152 -0.017 0.000 -0.003
H -1.085 -1.703 -2.770 0.019 0.047 0.026
C -2.592 0.675 -4.541 0.050 0.024 0.026
O -1.612 1.706 -4.380 -0.054 -0.038 -0.009
P -0.557 1.588 -3.132 0.030 0.103 0.180
O 0.766 2.126 -3.905 0.008 0.055 -0.053
C 1.390 1.222 -4.827 0.004 -0.011 0.032
O -0.844 2.921 -2.270 -0.115 0.062 -0.030
C -0.884 4.227 -2.826 -0.022 0.013 -0.011
H -2.502 0.276 -5.552 -0.022 -0.011 0.006
H -3.586 1.097 -4.398 -0.030 0.010 -0.003
H -2.445 -0.135 -3.824 -0.018 0.008 0.009
H 2.403 1.586 -4.989 0.005 -0.006 -0.010
H 0.846 1.224 -5.774 0.003 -0.011 -0.007
H 1.420 0.214 -4.410 -0.002 0.006 -0.023
H -1.656 4.295 -3.596 0.012 0.002 -0.006
H 0.082 4.493 -3.259 -0.005 0.007 -0.003
H -1.123 4.907 -2.010 0.001 -0.002 -0.006
```
Positions in Å, forces in eV/Å.

The LUMO energy comes out at 3.86 eV. For the highest occupied orbital energy, the calculation gives -1.81 eV. The net charge is -2. The maximum force is 1.3 eV Å⁻¹. The relative energy (zero: lowest compared OMol25 entry of this formula, charge and spin) is 0.7508 eV. As for the orbital gap: 5.673 eV.


Here is a cluster of 11 separate species, C48H66Br2N6O4 in total in a non-equilibrium geometry from the OMol25 dataset. Energies are from wB97M-V/def2-TZVPD.

XYZ file:
```
126
Properties=species:S:1:pos:R:3:forces:R:3
Br -12.507 9.373 -5.402 0.179 0.203 -0.111
C -10.674 9.431 -6.056 -0.119 0.482 -0.283
C -9.866 8.327 -5.428 -0.334 -0.762 -0.297
Br -10.448 6.630 -6.276 0.435 0.043 0.035
H -10.258 10.430 -5.923 -0.105 -0.063 0.788
H -10.735 9.360 -7.142 -0.044 -0.508 0.096
H -10.082 8.102 -4.384 0.057 0.648 -0.036
H -8.792 8.429 -5.586 -0.148 0.017 -0.075
N -11.920 7.792 1.718 -1.376 -1.764 -0.545
C -10.615 7.862 1.982 2.027 1.672 -0.083
C -9.999 9.076 2.159 0.001 -0.087 -0.065
C -10.751 10.267 2.130 1.333 1.336 0.457
C -12.112 10.220 1.847 -0.386 -1.081 -0.171
C -12.601 8.959 1.614 -1.037 0.562 0.155
H -9.935 7.024 1.938 -0.414 -0.805 0.064
H -8.929 9.181 2.269 0.242 -0.345 0.170
H -10.245 11.197 2.342 -0.001 0.210 -0.011
H -12.732 11.104 1.832 -0.163 0.003 -0.147
H -13.646 8.822 1.380 -0.407 0.088 -0.112
N -11.916 3.542 -0.617 0.761 -2.032 -0.088
C -11.837 4.824 -0.377 0.169 1.386 0.178
C -11.224 5.745 -1.202 1.309 -0.451 -2.473
C -10.595 5.266 -2.412 -1.304 -0.843 2.104
C -10.654 3.874 -2.623 0.204 -0.461 0.719
C -11.274 3.020 -1.678 -0.166 2.428 -0.002
H -12.187 5.211 0.568 -0.475 -0.107 0.265
H -11.206 6.791 -0.932 0.030 0.067 0.153
H -10.038 5.906 -3.080 -0.128 0.118 -0.084
H -10.130 3.371 -3.421 0.091 0.240 -0.298
H -11.221 1.942 -1.725 -0.149 -0.110 -0.350
N -11.358 4.280 3.236 0.296 -1.268 0.968
C -11.260 5.042 4.350 -0.391 -0.562 -0.127
C -10.390 4.817 5.391 1.935 -1.028 0.009
C -9.448 3.790 5.251 -0.650 -0.095 -0.682
C -9.544 2.976 4.125 -0.797 -0.763 -0.935
C -10.568 3.152 3.173 -0.323 3.282 1.276
H -11.989 5.802 4.589 -0.215 0.397 -1.045
H -10.295 5.439 6.269 -0.518 0.221 -0.049
H -8.708 3.589 6.011 0.120 0.066 0.003
H -8.910 2.129 3.903 0.397 -0.083 0.525
H -10.783 2.506 2.334 0.310 -0.088 -0.081
N -9.973 0.729 -3.923 0.231 -1.157 -0.843
C -9.793 -0.438 -3.278 -2.297 -1.178 -0.515
C -10.753 -1.512 -3.302 1.854 1.214 -1.874
C -11.670 -1.513 -4.346 -0.897 1.563 -0.177
C -11.796 -0.357 -5.187 1.665 0.128 2.039
C -10.942 0.746 -4.877 -0.510 -1.857 0.233
H -8.876 -0.778 -2.820 0.423 1.273 0.605
H -10.438 -2.425 -2.819 -0.469 -0.073 0.362
H -12.345 -2.350 -4.449 -0.010 -0.133 -0.267
H -12.479 -0.248 -6.016 -0.066 -0.307 0.057
H -11.004 1.584 -5.555 0.092 0.534 0.422
N -15.455 4.699 4.793 0.637 0.212 -1.141
C -14.585 5.020 3.783 -0.922 -0.392 0.728
C -14.874 5.946 2.797 -0.902 1.058 0.118
C -16.054 6.715 2.923 0.258 0.052 0.445
C -16.913 6.418 3.955 -0.400 -1.052 0.698
C -16.607 5.354 4.793 0.881 0.032 0.426
H -13.634 4.510 3.830 -0.081 -0.071 -0.293
H -14.217 6.232 1.989 0.525 -0.288 0.180
H -16.243 7.601 2.336 0.151 -0.203 -0.525
H -17.849 6.848 4.278 -0.058 0.845 -0.832
H -17.280 5.128 5.607 -0.198 -0.226 0.114
N -10.536 11.555 -3.103 -1.623 -0.751 1.323
C -11.327 10.875 -2.208 1.210 0.602 -1.171
C -10.872 9.819 -1.448 -1.373 0.996 0.446
C -9.568 9.476 -1.536 1.889 -0.907 -0.307
C -8.738 10.113 -2.447 0.403 1.396 0.521
C -9.260 11.179 -3.162 -1.312 0.128 -0.547
H -12.340 11.193 -2.014 -0.135 0.390 -0.465
H -11.544 9.518 -0.659 0.068 -0.685 0.169
H -9.124 8.731 -0.892 -0.148 -0.137 0.286
H -7.660 10.109 -2.374 0.129 -0.879 -0.252
H -8.749 11.820 -3.865 0.905 -0.247 0.052
C -5.826 7.313 -5.736 0.837 1.687 -0.619
C -6.149 6.354 -4.658 -0.284 -0.805 0.185
C -6.782 7.229 -3.566 1.082 -0.405 -2.074
O -6.130 8.510 -3.780 0.327 0.626 0.277
C -5.242 8.533 -4.945 -1.716 -2.778 -0.086
H -6.682 7.750 -6.251 -0.397 -0.524 -0.081
H -5.176 6.863 -6.486 0.183 0.255 -0.051
H -5.216 5.898 -4.327 0.038 -0.093 0.208
H -6.774 5.563 -5.074 -0.258 -0.126 0.473
H -6.596 6.780 -2.591 -0.214 0.629 0.183
H -7.832 7.291 -3.853 -0.205 0.338 0.733
H -4.227 8.256 -4.661 0.203 0.782 0.129
H -5.397 9.409 -5.575 0.405 0.366 0.733
C -9.973 -0.265 1.091 0.082 0.394 0.508
C -9.154 -1.248 1.975 -0.905 -0.268 -0.058
C -7.985 -1.435 1.127 2.154 0.487 -2.064
O -7.670 -0.145 0.562 -0.074 0.381 0.196
C -8.893 0.602 0.413 -0.236 -0.805 -0.029
H -10.712 0.368 1.583 0.067 -0.190 0.330
H -10.528 -0.817 0.333 0.095 -0.219 0.013
H -9.602 -2.240 2.036 -0.500 0.193 0.570
H -8.762 -0.919 2.937 -0.768 0.379 0.155
H -8.149 -2.103 0.281 -0.422 -0.323 -0.147
H -7.071 -1.810 1.588 -0.052 0.161 0.366
H -9.146 0.729 -0.640 0.204 -0.030 -0.203
H -8.815 1.608 0.823 0.294 -0.108 0.311
C -14.210 7.577 -2.129 -2.006 -1.492 -0.430
C -15.341 8.545 -2.622 1.101 -1.030 -0.401
C -15.816 9.028 -1.303 0.879 0.555 1.406
O -15.760 7.876 -0.397 -1.593 1.804 0.377
C -14.949 6.865 -0.910 1.911 1.514 -1.016
H -13.319 8.169 -1.922 -0.069 -0.248 0.629
H -13.945 6.765 -2.806 0.133 0.323 -0.486
H -16.148 8.040 -3.153 0.135 -0.199 -0.156
H -14.884 9.298 -3.264 -0.319 0.255 0.069
H -16.724 9.630 -1.265 -0.746 -0.986 0.007
H -15.117 9.772 -0.922 0.586 -0.036 0.168
H -15.597 6.016 -1.125 0.377 -0.256 -0.566
H -14.146 6.597 -0.223 -0.274 -0.170 0.469
C -14.095 1.959 0.956 1.982 0.189 2.113
C -15.393 1.997 1.609 -2.407 -1.444 1.019
C -16.192 1.094 0.638 -0.553 0.026 3.032
O -15.728 1.335 -0.593 2.294 2.094 -3.099
C -14.472 2.140 -0.422 -0.794 0.109 -1.705
H -13.522 1.032 0.973 -0.061 -0.216 0.929
H -13.559 2.786 1.423 0.832 -0.141 -0.650
H -15.753 3.025 1.651 -0.211 0.107 -0.376
H -15.520 1.646 2.633 0.467 -0.208 0.102
H -17.250 1.323 0.769 -0.309 -0.508 -0.331
H -15.899 0.060 0.819 -0.759 -0.476 0.908
H -14.700 3.202 -0.511 -0.037 -0.017 -1.071
H -13.658 1.747 -1.032 -0.665 0.412 -0.730
```
Positions in Å, forces in eV/Å.

As for the spin multiplicity: 2. The LUMO energy (spin up / spin down) comes out at 1.98 / 1.98 eV. For the highest occupied orbital energy (spin up / spin down), the calculation gives -0.27 / -4.97 eV. The net charge is -1. The maximum force is 4.4 eV Å⁻¹. As for the orbital gap (spin up / spin down): 2.253 / 6.957 eV.


Number 1: energy -132400.124 eV. Number 2: energy -208055.338 eV.